{"formula": "C21H26N2O5S", "method": "ωB97M-V with the def2-TZVPD basis set", "energy_ev": -46251.55634, "homo_energy_ev": -8.890, "total_charge": 0, "de_lowest_kj_mol": 289.4, "lumo_energy_ev": 0.45, "smiles": "COc1ccc(S(=O)(=O)N(CC(=O)NC[C@@H]2CCCO2)Cc2ccccc2)cc1", "orbital_gap_ha": 0.3432, "elements": ["N", "C", "H", "H", "C", "H", "H", "H", "H", "H", "C", "H", "N", "C", "H", "H", "H", "H", "O", "C", "H", "C", "C", "H", "C", "C", "C", "O", "C", "H", "C", "C", "C", "H", "H", "C", "C", "C", "H", "H", "H", "H", "H", "C", "H", "S", "H", "H", "H", "C", "C", "C", "O", "O", "O"], "coordinates": [[-0.39624, 0.51845, 1.03018], [-3.35389, -0.63082, 1.04438], [-1.31143, 1.78076, -0.28836], [3.30283, 4.42129, 0.88773], [2.18810, -3.36712, -0.75449], [-5.31103, -0.55321, 1.87913], [-2.53778, -0.08506, -2.18066], [3.44300, -2.73589, -2.40724], [4.94175, -1.70228, -0.99041], [-7.48745, -1.04116, 1.10693], [1.12139, 2.17866, -1.35183], [-8.50978, 0.17681, 0.30643], [2.29360, -0.13892, 0.41828], [3.61340, -0.25101, -0.14555], [-0.94900, 2.49238, 1.30109], [1.53349, -0.52452, -0.12101], [1.90054, -4.22511, -1.35806], [2.61485, 2.47619, -2.85074], [-6.64502, 0.10051, -0.41031], [2.91304, -2.28961, -1.56486], [3.95355, -4.46001, -0.10671], [-4.52826, 0.02217, -1.37923], [-7.51335, -0.02873, 0.69350], [4.31420, 0.06728, 0.62940], [-2.58532, -0.49524, -0.09372], [-5.32202, -0.10985, -0.23345], [-3.16593, -0.17180, -1.30825], [3.90790, -2.51877, 0.59341], [-0.55513, 1.85922, 0.49663], [2.81653, -4.10809, 1.22491], [-4.72287, -0.44055, 0.98285], [1.50594, 3.27618, 0.74335], [3.92651, -1.69499, -0.56126], [0.51718, 1.53125, -1.96956], [-7.27396, 0.69465, 1.47855], [3.09391, 3.50900, -1.03701], [2.30602, 2.70075, -1.83987], [0.71421, 2.45959, -0.05332], [-5.01176, 0.27403, -2.30928], [4.02068, 3.91198, -1.41800], [2.22678, -1.53784, -1.94975], [1.19858, 3.50141, 1.75394], [0.41868, -0.72050, 2.43358], [2.05312, 0.39139, 1.62621], [-2.87085, -0.89407, 1.97157], [-0.82570, -0.74333, 0.04111], [3.70992, 0.40647, -1.01744], [1.29851, -2.96137, -0.27355], [0.41785, 1.00277, 2.88180], [0.58368, 0.29532, 2.06423], [3.23828, -3.72459, 0.29529], [2.69140, 3.79621, 0.25519], [-0.55890, -1.95209, 0.76491], [2.89661, 0.89013, 2.34188], [-0.24034, -0.62827, -1.27253]], "lowdin_charge": [-0.231, -0.043, 0.120, 0.107, -0.144, 0.107, 0.116, 0.112, 0.146, 0.098, -0.047, 0.095, 0.105, -0.100, 0.135, 0.079, 0.113, 0.105, -0.071, -0.116, 0.120, 0.017, -0.077, 0.131, -0.290, -0.266, -0.049, -0.093, -0.130, 0.122, 0.002, -0.046, -0.306, 0.102, 0.097, -0.085, -0.089, -0.219, 0.123, 0.102, 0.099, 0.118, 0.127, -0.485, 0.122, 0.678, 0.118, 0.077, 0.138, -0.085, -0.194, -0.067, -0.273, 0.063, -0.290]}

***

{"formula": "C20H41N5O3P", "method": "ωB97M-V with the def2-TZVPD basis set", "energy_ev": -44281.52361, "homo_energy_ev": -11.383, "total_charge": 1, "lumo_energy_ev": -2.47, "orbital_gap_ha": 0.3274, "elements": ["H", "C", "C", "H", "H", "C", "H", "H", "H", "C", "H", "C", "H", "H", "O", "H", "N", "H", "N", "C", "C", "H", "C", "C", "H", "H", "H", "C", "H", "H", "O", "C", "H", "H", "H", "H", "C", "N", "H", "H", "N", "H", "C", "H", "H", "C", "H", "H", "H", "C", "H", "C", "H", "H", "P", "C", "C", "H", "C", "H", "H", "H", "H", "H", "O", "N", "H", "C", "H", "H"], "coordinates": [[2.65062, -2.30140, 2.34558], [-1.63719, 0.63599, -1.51566], [1.73522, -1.61018, 0.52129], [-1.92166, -0.16221, -3.18682], [-0.65926, -4.69643, -7.76104], [0.72248, -2.11857, -0.50749], [3.97896, 1.48337, 1.57963], [-0.82720, 2.04959, -0.20557], [4.37058, 3.39959, -1.37394], [-3.02977, 1.20395, -1.42268], [-1.57227, 2.09876, 3.59440], [-1.30558, -4.52626, -6.89929], [0.78045, -1.55331, -1.43213], [2.57436, -1.21320, -0.04197], [-1.68027, -1.08937, -5.82370], [-0.57524, 3.92274, 2.72400], [-1.61494, -3.11087, -6.79387], [-0.80396, -4.88509, -6.00750], [-1.19116, -0.05076, -2.47779], [-1.61371, 2.10403, 2.51708], [3.22372, 3.02287, 2.93992], [1.99773, 4.31235, 1.67857], [-1.67461, -0.35888, 2.92225], [-0.65776, -2.82669, -4.55033], [1.17021, 2.31049, 1.02925], [-0.52889, -2.01598, -3.84087], [-2.08305, -2.66721, -7.56864], [4.07890, 2.55964, 1.76002], [-0.80867, 3.50290, 1.07561], [-1.26367, -3.61085, -4.09214], [3.74238, 3.25688, 0.57275], [0.89819, 2.52149, 2.05851], [5.12882, 2.75155, 1.99083], [-3.54384, 1.23899, 4.85346], [1.36508, -0.79360, 1.13784], [1.48469, 4.17490, 3.33236], [2.28495, -2.72641, 1.41546], [-3.73873, -1.35559, 4.47269], [5.67252, 3.32752, -0.16282], [3.01544, 2.15847, 3.56403], [-1.43264, 0.70724, 2.08850], [0.30491, 0.76978, -0.60354], [-0.53661, 3.08428, 2.03657], [0.98304, -3.14580, -0.73897], [-1.42182, -2.01288, -0.85504], [-0.73552, -2.13152, -0.03125], [3.13158, -3.21813, 0.95462], [0.99518, 1.62978, 2.67312], [-1.51685, -2.49634, 2.57614], [-0.72748, 0.98549, -0.34631], [-3.04348, 2.03334, -0.71894], [4.68393, 2.95987, -0.43681], [1.50866, -3.44503, 1.66701], [-3.36928, 1.59361, -2.37436], [-2.22469, -0.51952, 4.70117], [1.88418, 3.60806, 2.49415], [-1.06877, 0.21690, 0.88747], [-2.22701, -5.09282, -7.03952], [-1.43968, -1.47891, 2.25810], [0.32411, -3.22502, -4.80826], [-0.96141, -3.09056, 0.41712], [-4.49524, -0.73626, 4.76114], [3.76909, 3.77788, 3.49192], [4.77708, 1.87724, -0.56528], [-2.69951, 0.95730, 5.23492], [-1.05739, -1.09970, 0.97343], [-2.59016, 2.43998, 2.18615], [-1.35452, -2.26713, -5.76684], [-3.70871, 0.45963, -1.01510], [-3.89489, -1.50397, 3.47740]], "lowdin_charge": [0.072, -0.398, -0.245, 0.076, 0.086, -0.167, 0.116, 0.103, 0.089, -0.010, 0.104, -0.070, 0.089, 0.108, 0.020, 0.115, 0.010, 0.071, 0.181, -0.096, -0.153, 0.117, -0.321, -0.016, 0.099, 0.038, 0.143, -0.235, 0.103, 0.085, -0.204, -0.184, 0.121, 0.060, 0.087, 0.111, -0.088, -0.171, 0.090, 0.110, 0.033, 0.130, -0.161, 0.118, 0.111, -0.089, 0.077, 0.116, 0.138, -0.029, 0.073, -0.102, 0.071, 0.094, 0.880, -0.202, -0.180, 0.085, -0.043, 0.088, 0.124, 0.033, 0.113, 0.085, -0.317, 0.016, 0.132, -0.553, 0.091, 0.025]}

***

{"formula": "C6H3Cl2Co2NO3S", "method": "ωB97M-V with the def2-TZVPD basis set", "energy_ev": -124980.07307, "homo_energy_ev": [-24.426, -24.496], "s2": 20.055, "total_charge": 4, "lumo_energy_ev": [-15.88, -20.39], "orbital_gap_ha": [0.3140, 0.1509], "multiplicity": 9, "elements": ["C", "C", "C", "H", "Co", "S", "H", "Cl", "C", "C", "H", "O", "Co", "O", "N", "O", "C", "Cl"], "coordinates": [[0.26352, 1.38068, -4.51528], [-0.83415, -1.90387, 0.46662], [2.38993, -0.33435, 2.14694], [3.05481, -0.85004, 1.47261], [0.45357, 2.01191, -2.88489], [2.74687, 0.08827, 3.75118], [-0.65365, 0.84835, 2.76817], [0.68882, 2.62108, -0.77295], [0.18993, 3.69887, -3.26237], [0.38541, 0.55874, 2.91117], [0.84164, 1.13638, 4.97699], [-0.03182, 4.84558, -3.26246], [0.58765, -0.83476, 0.20258], [0.09323, 0.73930, -5.46736], [1.07316, -0.09917, 1.84726], [-1.72088, -2.59580, 0.15781], [1.16083, 0.72299, 4.02404], [0.56692, -0.57470, -2.05663]], "lowdin_spin": [0.063, 0.075, 0.287, 0.012, 2.608, 0.078, 0.010, 0.389, 0.095, 0.381, 0.005, 0.012, 2.776, 0.047, 0.118, 0.018, 0.274, 0.752]}

***

{"formula": "C24H35CuN4O5SSi3", "method": "ωB97M-V with the def2-TZVPD basis set", "energy_ev": -120768.68316, "homo_energy_ev": -2.508, "total_charge": -2, "de_lowest_kj_mol": 0.0, "lumo_energy_ev": 4.09, "orbital_gap_ha": 0.2425, "elements": ["Si", "N", "H", "H", "H", "H", "H", "H", "H", "H", "C", "C", "Si", "C", "Si", "C", "H", "H", "H", "H", "C", "S", "H", "C", "H", "C", "C", "Cu", "C", "H", "H", "H", "C", "C", "C", "C", "N", "H", "C", "H", "C", "H", "C", "H", "H", "H", "H", "H", "C", "H", "H", "N", "H", "O", "H", "C", "H", "H", "C", "O", "O", "H", "H", "C", "H", "H", "C", "N", "C", "O", "O", "C", "C"], "coordinates": [[-0.63004, 2.51545, 1.15916], [-0.69801, -6.97126, -1.51834], [4.49067, 2.05329, -1.39124], [-0.13389, 1.46012, -2.43825], [0.55847, 3.34630, 3.15153], [-1.97472, -2.46208, -0.20999], [-4.75030, -0.28403, 0.41322], [-3.39960, 2.66369, 3.04422], [2.45954, -6.60461, -0.43900], [-1.53170, 4.45678, -0.19755], [3.52512, 2.22205, -0.93248], [-1.01558, 2.08738, -2.29090], [-2.83927, 0.51110, 1.84582], [-3.82230, 2.31122, -1.25424], [-2.24087, 1.26143, -1.10276], [-4.08457, -0.73843, 1.15177], [-4.69427, 1.47684, 3.24218], [-3.62584, -1.61337, 0.68466], [0.35765, 1.57964, 3.23458], [-4.14494, 2.38509, -2.29861], [0.28857, -4.90320, -0.78418], [-2.11848, -9.13286, -2.36966], [2.93437, 0.15158, -1.01839], [0.39648, -6.36107, -1.06706], [-1.27881, -1.00138, 3.08550], [-1.64249, 1.11610, 0.61458], [-2.08405, -0.31709, 3.36079], [0.01862, -0.19731, 0.55719], [2.35792, -0.80307, 2.34081], [-4.64866, 1.88322, -0.68095], [-2.30769, 4.34072, 1.38340], [2.41193, -4.48418, -0.75228], [-0.62608, -8.27713, -1.75419], [-0.95641, -4.30575, -0.63362], [-0.13767, 2.51830, 2.97770], [1.56962, -7.06709, -0.84009], [0.05804, -2.17967, -0.17702], [-4.52396, 2.36425, 1.71600], [1.25585, -2.75453, -0.32807], [2.42275, -9.03358, -0.98521], [3.12857, 3.48196, -0.51307], [-1.85760, -4.89121, -0.75421], [-3.96944, 1.88507, 2.52912], [-4.70341, -1.09504, 1.98127], [-3.65315, 3.32523, -0.87785], [-3.53028, -0.86439, -1.55445], [-0.99762, 2.66103, 3.63766], [-2.87785, -0.14418, -3.03015], [1.88777, 3.62714, 0.08522], [-2.85857, -0.87413, 3.89968], [-1.51727, 2.20468, -3.25766], [0.46004, -9.03655, -1.58902], [2.84241, -0.88739, 3.34378], [-2.18061, -10.33170, -1.55247], [1.55316, 4.59859, 0.42962], [1.05734, 2.51817, 0.24519], [2.11118, -2.11741, -0.13757], [-0.68820, 5.03446, 1.24907], [-1.01764, -2.95567, -0.33382], [3.09018, -0.98962, 1.35478], [1.12648, -0.54076, 2.37985], [-1.81234, -1.04623, -1.94807], [-1.65276, 0.41258, 4.04983], [1.53841, -8.41935, -1.13339], [-0.67060, 3.07225, -1.97136], [3.78175, 4.33742, -0.64477], [-2.65918, -0.35698, -1.97808], [1.45642, 1.30286, -0.18108], [2.65647, 1.16006, -0.73758], [-3.20055, -8.19443, -2.15455], [-1.77643, -9.36444, -3.76481], [1.40927, -4.09503, -0.63767], [-1.35050, 4.25329, 0.86007]], "lowdin_charge": [0.422, 0.167, 0.093, 0.023, 0.025, 0.083, 0.016, 0.008, 0.096, 0.012, -0.071, -0.182, 0.360, -0.186, 0.360, -0.183, 0.018, 0.005, 0.017, 0.018, -0.145, 0.383, 0.104, -0.220, 0.017, -0.503, -0.176, 0.203, -0.571, 0.007, 0.019, 0.103, -0.346, 0.017, -0.168, -0.013, 0.042, 0.013, -0.091, 0.100, -0.090, 0.118, -0.188, 0.024, 0.013, 0.016, 0.017, 0.026, -0.075, 0.022, 0.023, 0.110, 0.105, -0.380, 0.091, -0.271, 0.083, 0.013, -0.105, -0.104, -0.121, 0.009, 0.016, -0.136, 0.012, 0.093, -0.178, 0.043, -0.126, -0.375, -0.378, -0.003, -0.183]}